Computed, not measured: a molecular structure, C21H25ClIN10O2RuS, with ωB97M-V with the def2-TZVPD basis set.

Computed properties:
E_tot = -75191.5807 eV
HOMO energy (spin up / spin down) = -14.79 / -14.77 eV
net charge = +3
frontier orbital gap (spin up / spin down) = 5.43 / 3.52 eV
ΔE to the lowest compared entry with this formula, charge and spin = 0.7 kcal/mol
multiplicity = 5
<S²> = 6.04
M = 745.0 g mol⁻¹

Structure (XYZ):
```
62
C21H25ClIN10O2RuS ωB97M-V with the def2-TZVPD basis set
Ru 0.25551 0.12678 0.70013
Cl 1.35766 -4.30813 5.79841
C 1.35260 -3.52200 4.31688
C 1.96228 -4.12605 3.22332
C 1.98602 -3.51788 1.97602
I 2.88508 -4.41062 0.37945
C 1.36193 -2.24304 1.81970
O 1.34828 -1.58675 0.72717
C 0.71530 -1.62939 2.95831
N 0.13669 -0.41450 2.72098
C -0.43392 0.22850 3.74039
C -0.47197 -0.30770 5.02589
C 0.09254 -1.53880 5.26465
C 0.70923 -2.22694 4.20487
H 2.42568 -5.09425 3.36130
H -0.87050 1.19450 3.53034
H -0.94498 0.25331 5.81995
H 0.06930 -1.97298 6.25639
C -0.16095 1.31174 -3.51605
N 1.10313 1.80906 -2.95568
C 1.64650 3.01489 -3.59887
C 1.56132 1.32670 -1.81456
O 0.72863 0.57956 -1.11769
N 2.81761 1.50518 -1.41963
C 3.22821 1.30658 -0.03540
C 3.92615 1.65324 -2.38144
H -1.00816 1.88315 -3.13510
H -0.29406 0.26108 -3.28002
H -0.11836 1.42922 -4.59601
H 0.81667 3.69635 -3.78065
H 2.12034 2.77718 -4.54947
H 2.35998 3.50572 -2.94553
H 2.41307 1.54185 0.65201
H 4.02933 2.00626 0.19605
H 3.58047 0.28905 0.13853
H 3.60312 1.34063 -3.37010
H 4.72856 0.99271 -2.05693
H 4.30534 2.67233 -2.41978
N -0.19697 5.32793 0.69211
N -0.60057 4.04550 0.89490
N -1.86163 3.76120 1.17740
C -1.84039 2.44201 1.17976
N -0.61075 1.97274 0.91594
N 0.18172 3.04324 0.72608
H -0.88574 5.97098 1.06525
H 0.75697 5.46659 0.99964
H -2.71311 1.83757 1.35748
N -4.31297 -3.26284 -3.69734
C -4.54615 -3.04126 -2.39145
S -5.85109 -3.54031 -1.56622
C -3.44753 -2.32258 -1.66106
C -2.09900 -2.56011 -1.91293
C -1.13704 -1.94768 -1.13456
N -1.44982 -1.10763 -0.13325
C -2.75694 -0.86590 0.09754
C -3.76602 -1.44603 -0.62550
H -5.00018 -3.78140 -4.22353
H -3.52025 -2.89249 -4.19083
H -1.78569 -3.26315 -2.67371
H -0.08578 -2.14813 -1.29627
H -2.99128 -0.22813 0.93976
H -4.80340 -1.26663 -0.37703
```

=====

Computed, not measured: a molecular structure, C18H19CoN4OS, with ωB97M-V with the def2-TZVPD basis set.

Computed properties:
E_tot = -75442.2130 eV
HOMO energy (spin up / spin down) = -7.36 / -7.37 eV
net charge = 0
frontier orbital gap (spin up / spin down) = 6.83 / 6.85 eV
ΔE to the lowest compared entry with this formula, charge and spin = 15.0 kcal/mol
M = 398.4 g mol⁻¹

Structure (XYZ):
```
44
C18H19CoN4OS ωB97M-V with the def2-TZVPD basis set
Co -1.05867 -1.82969 -1.41455
N -1.60727 -3.85679 0.96939
C -1.34441 -3.04961 0.18308
H -1.80206 -4.60278 1.59964
S -0.63636 0.15277 -3.94919
C -0.83748 -0.85348 -2.78592
C -0.95081 -3.69564 -4.33913
C -2.21218 -3.67576 -3.47023
C -3.26633 -2.74502 -4.07850
C -2.78580 -5.09309 -3.40744
O -1.92310 -3.31856 -2.14793
H -1.16854 -4.03887 -5.35381
H -0.21407 -4.36781 -3.89420
H -0.50746 -2.70182 -4.40216
H -3.54489 -3.05711 -5.08841
H -2.89441 -1.72263 -4.12668
H -4.16066 -2.75162 -3.45206
H -3.05083 -5.46281 -4.40119
H -3.67951 -5.10348 -2.78060
H -2.05111 -5.76985 -2.96691
N 1.07010 3.76081 2.40502
C 1.91288 4.39679 3.29258
C 1.93455 5.68834 3.81099
C 2.95229 5.97895 4.69639
C 3.91549 5.01963 5.05459
C 3.88614 3.74271 4.53577
C 2.86463 3.42959 3.63838
N 2.60144 2.24354 2.97524
C 1.53848 2.48040 2.25958
C 0.90227 1.48460 1.38530
C 1.46390 0.21594 1.28418
C 0.86679 -0.71667 0.46186
N -0.23710 -0.45858 -0.24875
C -0.77421 0.75936 -0.15863
C -0.24143 1.75163 0.64439
H 0.27255 4.16369 1.94852
H 1.19554 6.42984 3.53752
H 3.01188 6.97005 5.12626
H 4.69472 5.29530 5.75254
H 4.62341 2.99862 4.80491
H 2.35629 -0.02305 1.84362
H 1.27392 -1.71273 0.35187
H -1.65546 0.93032 -0.76112
H -0.73312 2.71454 0.66579
```

=====

Computed, not measured: a gas-phase ion, C8H22NSi2 (charge +1) at a distorted geometry, with ωB97M-V with the def2-TZVPD basis set.

Computed properties:
E_tot = -25885.1924 eV
HOMO energy (spin up / spin down) = -12.56 / -12.55 eV
net charge = +1
frontier orbital gap (spin up / spin down) = 8.20 / 8.14 eV
ΔE to the lowest compared entry with this formula, charge and spin = 82.3 kcal/mol
M = 188.4 g mol⁻¹

Structure (XYZ):
```
33
C8H22NSi2 ωB97M-V with the def2-TZVPD basis set
C 0.50689 0.61369 -1.61838
C 0.80455 0.07215 0.91674
C 1.50173 0.34407 -0.51874
C -1.36798 0.08451 -0.09559
C 2.43283 1.55731 -0.14755
C 2.47307 -0.84522 -0.88701
C -0.26147 -2.07319 0.44960
C -1.19174 -0.59610 2.10333
N -0.46531 -0.67575 0.79541
Si -1.70972 1.96101 0.10023
Si -2.60391 -0.68531 -1.28942
H 0.26370 1.55916 -1.89095
H 0.38383 -0.10183 -2.37059
H 1.37764 -0.49169 1.52042
H 0.81936 1.05119 1.32913
H 2.67415 1.44993 0.94314
H 1.94182 2.43885 -0.29596
H 3.47132 1.62910 -0.62796
H 3.13876 -1.09703 0.04243
H 3.14750 -0.42033 -1.71893
H 1.89609 -1.66470 -1.18337
H -1.31128 -2.57455 0.39132
H 0.15418 -2.13157 -0.56202
H 0.37821 -2.64226 1.23443
H -0.38556 -0.32669 2.88860
H -1.78140 0.25768 2.10419
H -1.81071 -1.42647 2.53062
H -1.86152 2.82335 -0.97040
H -0.50017 2.36570 1.13520
H -3.00057 2.21545 0.67120
H -4.10336 -0.85709 -0.78571
H -2.53179 -2.16059 -1.83976
H -2.47919 0.34721 -2.35365
```

=====

Computed, not measured: 2 unconnected molecules or ions with the total composition C2H6NO3 at a distorted geometry, with ωB97M-V with the def2-TZVPD basis set.

Computed properties:
E_tot = -9801.1436 eV
HOMO energy (spin up / spin down) = -10.82 / -10.63 eV
net charge = 0
frontier orbital gap (spin up / spin down) = 11.35 / 6.41 eV
ΔE to the lowest compared entry with this formula, charge and spin = 19.4 kcal/mol
multiplicity = 2
<S²> = 0.76
M = 92.1 g mol⁻¹

Structure (XYZ):
```
12
C2H6NO3 ωB97M-V with the def2-TZVPD basis set
C 0.91045 1.82226 -1.36279
N 0.07425 1.00864 -0.53364
C 0.55108 -0.27419 -0.10151
O 0.08063 -0.61367 1.00992
O 1.30362 -0.96871 -0.82605
H 0.70922 1.50317 -2.49170
H 0.56042 2.83076 -1.48529
H 2.04226 1.83991 -1.19683
H -0.30828 1.61816 0.30007
H -1.43181 -1.19469 1.50387
H -2.88637 -0.92508 0.83176
O -2.38104 -1.17026 1.69856
```